1.
Density functional theory data (ωB97M-V/def2-TZVPD) for a molecular structure, C29H18ClFN4O10STi.

Its orbital gap (spin up / spin down) is 0.2103 / 0.2103 Ha. Its energy above the lowest of the compared OMol25 structures with the same formula, charge and spin is 9.6 kcal/mol. As for the LUMO energy (spin up / spin down): 3.8 / 3.8 eV. Its maximum force is 0.58 eV/Å. As for the spin multiplicity: 1. As for the charge: -2.

Geometry as XYZ:
```
65
Properties=species:S:1:pos:R:3:lowdin_charge:R:1
Ti 0.87 -0.48 -0.94 1.073
C 0.35 -1.32 3.67 -0.221
S -0.25 -1.25 1.98 0.991
O 0.71 -0.30 1.33 -0.536
C -1.72 -0.29 2.33 -0.376
C -2.90 -0.95 2.64 -0.095
C -4.05 -0.21 2.86 -0.088
C -4.01 1.18 2.76 -0.081
C -2.83 1.82 2.43 -0.067
C -1.67 1.09 2.21 -0.049
H 0.52 -0.30 4.02 0.061
H 1.29 -1.87 3.64 0.054
H -0.38 -1.84 4.29 0.051
H -2.93 -2.03 2.67 0.113
H -4.99 -0.71 3.08 0.101
H -4.92 1.75 2.89 0.100
H -2.82 2.90 2.30 0.107
H -0.75 1.56 1.90 0.116
N 10.65 2.11 0.28 0.114
C 9.55 1.81 0.14 -0.214
C 8.17 1.44 -0.04 -0.264
C 7.16 2.35 0.26 -0.045
C 5.83 1.99 0.09 -0.022
C 5.49 0.71 -0.38 -0.246
C 6.52 -0.19 -0.68 -0.024
C 7.85 0.17 -0.51 -0.047
C 4.13 0.34 -0.55 -0.122
C 2.96 0.03 -0.69 0.010
H 7.41 3.34 0.62 0.109
H 5.04 2.69 0.31 0.120
H 6.26 -1.17 -1.05 0.119
H 8.64 -0.53 -0.75 0.109
O -1.61 -6.31 -3.78 0.048
N -2.51 -5.70 -3.22 -0.369
O -3.68 -6.05 -3.25 0.024
C -2.16 -4.50 -2.49 -0.154
C -3.17 -3.80 -1.86 0.056
C -2.86 -2.61 -1.21 -0.058
C -1.53 -2.10 -1.16 -0.253
O -1.19 -0.98 -0.66 -0.133
C -0.53 -2.96 -1.71 -0.109
C -0.82 -4.07 -2.43 0.087
N 0.80 -2.44 -1.63 -0.446
O 1.69 -3.00 -2.39 -0.166
O 1.17 -2.25 -0.28 -0.256
N -3.97 -1.90 -0.62 -0.339
O -3.92 -0.68 -0.53 0.080
O -4.95 -2.55 -0.27 0.030
H -4.19 -4.14 -1.90 0.122
H -0.02 -4.60 -2.91 0.123
F 0.80 -0.05 -2.71 -0.379
Cl -5.76 4.42 -0.51 0.594
C -4.09 3.90 -0.57 -0.673
C -3.80 2.57 -0.83 -0.103
C -2.47 2.17 -0.85 -0.006
C -1.45 3.08 -0.62 -0.121
C -1.77 4.42 -0.38 -0.028
C -3.09 4.84 -0.34 -0.127
C 0.01 2.64 -0.59 -0.581
O 0.87 3.49 -0.44 0.033
O 0.16 1.38 -0.62 -0.149
H -4.60 1.85 -0.98 0.097
H -2.22 1.13 -1.01 0.102
H -0.96 5.11 -0.20 0.111
H -3.35 5.87 -0.15 0.091
```

***

2.
Density functional theory data (ωB97M-V/def2-TZVPD) for a molecular structure, C29H18LaN6S3.

Its orbital gap is 0.2362 Ha. As for the LUMO energy: 1.1 eV. Its maximum force is 1.37 eV/Å. As for the spin multiplicity: 1. As for the charge: -1.

Geometry as XYZ:
```
57
Properties=species:S:1:pos:R:3:lowdin_charge:R:1
La 15.41 12.15 12.93 1.287
S 18.04 12.31 11.84 0.437
C 18.09 13.68 10.74 -0.696
C 19.25 13.82 9.95 -0.074
C 19.43 14.86 9.04 -0.196
C 20.64 14.94 8.29 -0.194
N 21.65 15.01 7.75 0.151
C 18.39 15.82 8.91 -0.200
C 17.24 15.69 9.71 -0.071
C 17.05 14.63 10.61 -0.719
S 15.55 14.60 11.53 0.389
C 18.49 16.88 7.99 -0.198
N 18.56 17.75 7.23 0.151
H 20.02 13.06 10.08 0.103
H 16.45 16.43 9.63 0.106
S 12.94 11.38 11.73 0.394
C 13.30 9.82 12.51 -0.847
N 12.47 9.03 13.06 0.039
N 11.20 9.36 13.10 -0.015
C 10.33 8.81 14.04 -0.237
C 10.75 7.80 14.90 -0.029
C 9.86 7.36 15.86 -0.102
C 8.57 7.86 15.94 -0.114
C 8.16 8.82 15.03 -0.109
C 9.03 9.31 14.09 -0.046
N 14.69 9.56 12.59 -0.125
N 15.02 8.36 12.67 0.100
C 16.41 8.15 12.79 -0.256
C 17.34 8.98 12.16 -0.077
C 18.71 8.73 12.30 -0.075
C 19.13 7.65 13.06 -0.090
C 18.21 6.80 13.69 -0.087
C 16.85 7.04 13.53 -0.025
H 10.87 10.16 12.56 0.082
H 11.76 7.43 14.83 0.103
H 10.19 6.62 16.56 0.097
H 7.90 7.51 16.71 0.090
H 7.15 9.23 15.09 0.103
H 8.73 10.10 13.41 0.113
H 17.00 9.78 11.52 0.044
H 19.42 9.39 11.82 0.095
H 20.18 7.43 13.22 0.102
H 18.59 5.97 14.28 0.099
H 16.17 6.37 14.04 0.108
C 15.32 11.89 15.46 -0.237
C 15.29 11.72 16.68 -0.208
C 15.28 11.59 18.12 -0.267
C 15.99 10.57 18.77 -0.048
C 16.03 10.51 20.15 -0.107
C 15.36 11.44 20.93 -0.110
C 14.66 12.46 20.30 -0.095
C 14.62 12.54 18.91 -0.046
H 16.51 9.83 18.18 0.111
H 16.58 9.71 20.64 0.100
H 15.37 11.38 22.00 0.087
H 14.16 13.21 20.91 0.098
H 14.07 13.34 18.44 0.111
```

***

3.
Density functional theory data (ωB97M-V/def2-TZVPD) for a molecular structure, C29H19F10FeI2N6O2.

Its orbital gap (spin up / spin down) is 0.1217 / 0.1972 Ha. Its energy above the lowest of the compared OMol25 structures with the same formula, charge and spin is 34.1 kcal/mol. As for the LUMO energy (spin up / spin down): -3.4 / -2.0 eV. Its maximum force is 1.37 eV/Å. As for the spin multiplicity: 6. As for the charge: 0.

Geometry as XYZ:
```
69
Properties=species:S:1:pos:R:3:lowdin_spin:R:1
Fe -15.82 -9.01 1.04 2.889
O -16.83 -9.02 5.10 0.012
C -16.42 -9.28 3.77 -0.003
N -16.97 -8.69 2.65 -0.039
C -18.28 -8.33 2.63 0.014
O -19.04 -8.20 3.55 0.008
C -18.74 -8.22 1.20 0.004
C -20.10 -8.13 0.95 -0.001
C -20.53 -8.23 -0.36 0.002
C -19.58 -8.32 -1.36 -0.002
C -18.25 -8.41 -1.02 -0.004
N -17.82 -8.40 0.24 -0.051
C -13.94 -9.87 3.60 -0.002
C -12.88 -10.31 4.36 -0.002
C -11.93 -11.11 3.76 0.001
C -12.12 -11.45 2.43 -0.001
C -13.21 -10.97 1.74 0.000
N -14.12 -10.16 2.30 -0.021
H -20.77 -8.02 1.79 0.000
H -21.58 -8.23 -0.59 0.000
H -19.84 -8.39 -2.40 0.000
H -17.49 -8.53 -1.77 0.000
H -12.77 -10.02 5.39 0.000
H -11.06 -11.45 4.29 0.000
H -11.42 -12.10 1.93 0.000
H -13.37 -11.23 0.71 0.000
C -12.70 -7.79 0.07 0.006
N -14.15 -7.65 -0.09 0.057
C -14.58 -6.30 0.29 0.002
C -14.26 -6.09 1.77 0.021
N -14.62 -7.32 2.45 0.233
C -14.59 -7.51 3.70 0.024
C -14.27 -6.60 4.76 0.297
F -13.73 -5.43 4.49 0.094
C -14.52 -6.87 6.12 -0.008
F -14.14 -5.97 7.01 -0.027
C -15.13 -8.00 6.54 0.259
F -15.37 -8.20 7.81 0.080
C -15.51 -9.07 5.58 0.027
F -15.25 -10.27 6.15 0.008
C -14.96 -8.92 4.16 -0.003
F -16.51 -10.68 3.60 0.003
C -14.53 -7.98 -1.46 0.001
C -14.57 -9.50 -1.58 0.014
N -15.37 -10.06 -0.52 0.073
C -15.65 -11.42 -0.58 0.004
C -16.67 -11.90 0.24 0.006
F -17.34 -11.00 0.97 0.020
C -17.03 -13.24 0.35 -0.001
F -18.00 -13.61 1.18 -0.001
C -16.35 -14.17 -0.39 0.005
F -16.64 -15.47 -0.26 0.002
C -15.34 -13.75 -1.22 -0.001
F -14.64 -14.64 -1.93 -0.001
C -15.00 -12.41 -1.30 0.006
F -14.01 -12.11 -2.15 0.002
H -12.18 -6.98 -0.48 0.002
H -12.36 -8.75 -0.30 0.000
H -12.42 -7.74 1.11 0.001
H -15.66 -6.21 0.13 -0.001
H -14.08 -5.53 -0.31 0.002
H -14.78 -5.22 2.18 0.004
H -13.19 -5.93 1.91 0.008
H -13.83 -7.56 -2.18 0.001
H -15.52 -7.54 -1.65 0.000
H -13.55 -9.88 -1.54 0.004
H -14.97 -9.81 -2.53 0.001
I -17.73 -4.96 2.24 0.428
I -16.03 -2.92 0.35 0.548
```

***

4.
Density functional theory data (ωB97M-V/def2-TZVPD) for a molecular structure, C29H20Cl5N7O4SeTi.

Its orbital gap (spin up / spin down) is 0.1563 / 0.1569 Ha. Its energy above the lowest of the compared OMol25 structures with the same formula, charge and spin is 0.0 kcal/mol. As for the LUMO energy (spin up / spin down): 4.0 / 4.0 eV. Its maximum force is 1.31 eV/Å. As for the spin multiplicity: 1. As for the charge: -2.

Geometry as XYZ:
```
67
Properties=species:S:1:pos:R:3:lowdin_charge:R:1
Ti 1.26 0.10 1.50 0.982
C 3.16 -1.52 -2.06 -0.108
C 2.33 -2.53 -2.59 -0.116
C 1.20 -2.88 -1.91 -0.039
C 0.87 -2.24 -0.67 -0.348
N 1.62 -1.19 -0.24 0.018
C 2.76 -0.89 -0.92 -0.168
N -0.16 -2.77 0.00 0.149
C -0.62 -2.34 1.17 -0.291
N -0.27 -1.24 1.92 -0.008
C -1.05 -1.20 3.04 -0.331
N -1.16 -0.28 4.00 0.143
C -0.50 0.88 4.02 -0.353
C -0.86 1.78 5.08 -0.035
C -0.28 3.00 5.18 -0.113
C 0.70 3.38 4.24 -0.091
C 1.02 2.48 3.26 -0.145
N 0.45 1.26 3.13 0.014
C -1.92 -2.35 3.04 -0.114
C -2.89 -2.80 3.94 -0.034
C -3.59 -3.94 3.62 -0.119
C -3.33 -4.65 2.43 -0.119
C -2.37 -4.22 1.54 -0.033
C -1.66 -3.05 1.86 -0.113
H 4.09 -1.24 -2.53 0.094
H 2.58 -3.03 -3.52 0.090
H 0.54 -3.66 -2.24 0.098
H 3.36 -0.11 -0.48 0.067
H -1.61 1.43 5.77 0.096
H -0.56 3.67 5.98 0.087
H 1.20 4.34 4.28 0.088
H 1.78 2.72 2.52 0.096
H -3.09 -2.24 4.84 0.101
H -4.36 -4.31 4.30 0.081
H -3.89 -5.55 2.21 0.081
H -2.15 -4.74 0.62 0.102
Cl -2.11 0.93 0.84 0.727
C -1.01 1.81 -0.20 -0.670
C 0.38 1.70 -0.02 -0.198
C 1.11 2.56 -0.86 -0.690
Cl 2.85 2.64 -0.74 0.687
C 0.53 3.39 -1.82 -0.718
Cl 1.50 4.44 -2.81 0.625
C -0.85 3.40 -1.99 -0.730
Cl -1.58 4.37 -3.22 0.630
C -1.63 2.60 -1.17 -0.739
Cl -3.35 2.62 -1.37 0.639
C 2.01 1.04 -4.55 -0.019
C 0.56 0.76 -4.31 -0.307
C -0.52 0.86 -5.16 -0.011
C -1.64 0.51 -4.37 -0.376
N -1.27 0.23 -3.13 0.105
N 0.06 0.37 -3.12 0.058
C -3.09 0.51 -4.74 -0.057
H 2.17 1.22 -5.61 0.074
H 2.63 0.20 -4.23 0.060
H 2.34 1.92 -3.99 0.047
H -0.50 1.16 -6.19 0.094
H 0.57 0.19 -2.26 0.131
H -3.48 1.53 -4.82 0.064
H -3.66 0.00 -3.96 0.071
H -3.26 0.01 -5.70 0.064
O 2.45 -1.18 2.83 -0.515
Se 3.82 -0.25 2.70 0.793
O 5.02 -0.98 1.91 -0.475
O 3.08 0.88 1.65 -0.602
O 4.26 0.47 4.07 -0.473
```

***

5.
Density functional theory data (ωB97M-V/def2-TZVPD) for a molecular structure, C29H21CeO3S2.

Its orbital gap (spin up / spin down) is 0.2154 / 0.2766 Ha. As for the LUMO energy (spin up / spin down): -4.8 / -3.1 eV. Its maximum force is 1.36 eV/Å. As for the spin multiplicity: 1. As for the charge: +1.

Geometry as XYZ:
```
56
Properties=species:S:1:pos:R:3:lowdin_charge:R:1
Ce -1.58 0.51 -1.60 1.234
O -3.77 0.69 -1.51 -0.103
C -3.74 -0.31 -0.70 -0.586
O -2.99 -1.26 -1.07 -0.036
C -4.15 -0.12 0.71 -0.163
C -5.20 -0.82 1.29 -0.008
C -5.52 -0.57 2.61 -0.066
C -4.78 0.35 3.34 -0.065
C -3.71 1.02 2.76 -0.097
C -3.38 0.80 1.43 -0.509
S -1.93 1.64 0.76 0.699
H -5.76 -1.54 0.70 0.127
H -6.35 -1.10 3.08 0.110
H -5.03 0.54 4.37 0.111
H -3.13 1.72 3.35 0.106
C 3.39 3.27 -1.78 -0.055
C 2.85 2.09 -1.22 -0.053
C 1.63 1.63 -1.61 -0.043
C 0.87 2.35 -2.57 -0.174
C -0.42 1.98 -3.01 -0.218
C -1.17 2.68 -3.90 -0.079
C -0.61 3.85 -4.47 -0.046
C 0.63 4.26 -4.08 -0.004
C 1.40 3.55 -3.12 -0.146
C 2.68 3.98 -2.71 -0.010
H 4.37 3.61 -1.46 0.112
H 3.43 1.54 -0.48 0.111
H 1.24 0.71 -1.17 0.065
H -2.19 2.39 -4.17 0.118
H -1.17 4.42 -5.19 0.115
H 1.05 5.17 -4.51 0.124
H 3.10 4.88 -3.13 0.122
O -0.25 -1.01 -0.52 -0.673
S 0.02 -2.27 0.32 1.158
C 1.59 -2.85 -0.26 -0.365
C 2.23 -2.28 -1.34 -0.060
C 3.44 -2.82 -1.76 -0.054
C 3.99 -3.91 -1.11 -0.056
C 3.32 -4.48 -0.02 -0.053
C 2.12 -3.96 0.40 -0.071
C 0.41 -1.65 1.93 -0.383
C -0.18 -2.32 3.00 -0.072
C 0.08 -1.88 4.29 -0.054
C 0.88 -0.77 4.49 -0.049
C 1.44 -0.09 3.41 -0.047
C 1.21 -0.53 2.12 -0.051
H 1.81 -1.42 -1.85 0.097
H 3.96 -2.38 -2.61 0.115
H 4.93 -4.33 -1.44 0.115
H 3.75 -5.34 0.49 0.116
H 1.60 -4.40 1.24 0.117
H -0.83 -3.17 2.81 0.115
H -0.36 -2.40 5.13 0.115
H 1.07 -0.42 5.49 0.115
H 2.05 0.78 3.58 0.116
H 1.63 -0.01 1.27 0.112
```

***

6.
Density functional theory data (ωB97M-V/def2-TZVPD) for a molecular structure, C29H21ClEuO2PSe2.

Its orbital gap (spin up / spin down) is 0.2046 / 0.2391 Ha. As for the LUMO energy (spin up / spin down): 2.1 / 2.1 eV. Its maximum force is 3.59 eV/Å. As for the spin multiplicity: 8. As for the charge: -1.

Geometry as XYZ:
```
57
Properties=species:S:1:pos:R:3:lowdin_spin:R:1
Eu -0.64 0.46 -1.02 7.014
Se 2.02 0.85 -2.10 -0.003
P 2.63 0.68 -0.03 0.002
Se 0.90 1.01 1.37 -0.006
C 3.61 2.04 0.54 0.000
C 2.95 3.25 0.50 0.000
C 3.65 4.42 0.81 0.000
C 4.97 4.41 1.21 0.000
C 5.62 3.18 1.34 0.000
C 4.93 1.98 0.99 0.000
C 3.59 -0.81 0.24 0.000
C 4.09 -1.51 -0.79 0.000
C 4.66 -2.78 -0.57 0.000
C 4.85 -3.23 0.71 0.000
C 4.44 -2.46 1.77 0.000
C 3.71 -1.31 1.59 0.000
H 1.89 3.30 0.24 0.000
H 3.12 5.38 0.78 0.000
H 5.45 5.29 1.58 0.000
H 6.62 3.11 1.70 0.000
H 5.43 1.01 1.03 0.000
H 3.87 -1.10 -1.83 0.000
H 4.97 -3.48 -1.39 0.000
H 5.18 -4.23 0.94 0.000
H 4.59 -2.76 2.80 0.000
H 3.28 -0.73 2.40 0.000
Cl -6.51 5.37 0.32 0.000
C -5.45 4.04 0.01 0.000
C -5.91 2.76 0.25 0.003
C -5.13 1.65 -0.06 -0.001
C -3.78 1.83 -0.43 0.004
O -2.89 0.88 -0.36 -0.008
C -3.34 3.23 -0.90 0.001
C -2.13 3.49 -1.53 0.009
O -1.20 2.64 -1.71 -0.007
C -4.26 4.30 -0.63 0.003
H -6.87 2.68 0.77 0.000
H -5.45 0.61 0.10 0.000
H -2.07 4.52 -1.93 0.000
H -4.06 5.36 -0.90 0.000
C -4.71 -4.20 -0.35 0.000
C -4.82 -2.92 -1.01 0.000
C -3.65 -2.21 -1.30 0.001
C -2.37 -2.74 -0.92 -0.001
C -1.17 -2.02 -1.24 -0.014
C 0.01 -2.55 -0.79 0.000
C 0.05 -3.76 0.00 0.000
C -1.11 -4.46 0.32 0.001
C -2.33 -4.01 -0.21 0.000
C -3.51 -4.74 0.04 0.000
H -5.66 -4.72 -0.14 0.000
H -5.78 -2.51 -1.21 0.000
H -3.77 -1.26 -1.86 0.001
H 0.99 -2.06 -0.99 0.001
H 1.02 -4.06 0.39 0.000
H -1.08 -5.37 0.93 0.000
H -3.45 -5.73 0.54 0.000
```

***

The highest spin multiplicity belongs to which entry? C29H21ClEuO2PSe2

***

Which value of spin multiplicity does entry 5 give? 1